(1)
This record from the OMol25 dataset describes 2 unconnected molecules or ions with the total composition CCl3F3Si in a non-equilibrium geometry. The level of theory is ωB97M-V/def2-TZVPD.

Summary:
HOMO energy (eV): -9.86
Relative energy (zero: lowest compared OMol25 entry of this formula, charge and spin) (kcal per mole): 46.39
Multiplicity: 1
DFT total energy (eV): -54637.9221

Geometry (Å):
C (-0.288, -0.079, -2.496)
F (-1.111, 0.598, 1.227)
F (1.293, 1.497, 1.988)
F (0.276, -0.374, 3.048)
Si (0.443, 0.230, 1.549)
Cl (1.442, -0.742, 0.322)
Cl (-1.084, -1.182, -1.572)
Cl (-0.971, 0.052, -4.066)

---

(2)
This record from the OMol25 dataset describes 2 unconnected molecules or ions with the total composition CClF3OS in a non-equilibrium geometry. The level of theory is ωB97M-V/def2-TZVPD.

Summary:
HOMO energy (alpha / beta) (eV): -8.86 / -12.86
Relative energy (zero: lowest compared OMol25 entry of this formula, charge and spin) (kcal per mole): 16.25
Multiplicity: 3
DFT total energy (eV): -34590.8400
<S²>: 2.006

Geometry (Å):
C (1.176, -0.033, 0.167)
O (-1.995, 0.893, -1.136)
F (1.188, -1.154, -0.659)
F (1.333, -0.407, 1.502)
F (-2.332, -0.988, 0.483)
S (-1.577, 0.543, 0.161)
Cl (2.207, 1.146, -0.519)

---

(3)
This record from the OMol25 dataset describes 2 unconnected molecules or ions with the total composition CClF3S in a non-equilibrium geometry. The level of theory is ωB97M-V/def2-TZVPD.

Summary:
HOMO energy (alpha / beta) (eV): -9.74 / -9.43
Relative energy (zero: lowest compared OMol25 entry of this formula, charge and spin) (kcal per mole): 63.08
Multiplicity: 1
DFT total energy (eV): -32543.2044

Geometry (Å):
C (-0.006, 0.797, -0.128)
F (0.550, 0.739, 1.049)
F (-0.878, 1.786, -0.095)
F (0.271, -2.927, 0.122)
S (-0.982, -1.838, 0.376)
Cl (1.090, 0.440, -1.468)

---

(4)
This record from the OMol25 dataset describes a gas-phase ion, CClFO3P (charge -1) in a non-equilibrium geometry. The level of theory is ωB97M-V/def2-TZVPD.

Summary:
HOMO energy (eV): -5.95
Relative energy (zero: lowest compared OMol25 entry of this formula, charge and spin) (kcal per mole): 14.66
Multiplicity: 1
DFT total energy (eV): -31711.6745
Charge: -1

Geometry (Å):
C (0.025, 1.813, 0.361)
O (-0.149, 1.014, -0.610)
O (-0.302, -1.147, -1.832)
O (1.434, -0.953, 0.204)
F (0.326, 1.025, 1.514)
P (0.108, -0.708, -0.489)
Cl (-1.444, -1.045, 0.852)

---

(5)
This record from the OMol25 dataset describes a molecular structure, CClI3O2S. The level of theory is ωB97M-V/def2-TZVPD.

Summary:
HOMO energy (eV): -9.74
Relative energy (zero: lowest compared OMol25 entry of this formula, charge and spin) (kcal per mole): 0.00
Multiplicity: 1
DFT total energy (eV): -52790.1511

Geometry (Å):
C (-0.195, 0.839, -0.145)
O (1.595, -0.881, 0.757)
O (0.273, -1.525, -1.220)
S (0.369, -0.885, 0.043)
Cl (-1.052, -1.673, 1.250)
I (-2.101, 0.771, -1.061)
I (-0.192, 1.702, 1.787)
I (1.303, 1.652, -1.411)

---

(6)
This record from the OMol25 dataset describes CClIO in the gas phase in a non-equilibrium geometry. The level of theory is ωB97M-V/def2-TZVPD.

Summary:
HOMO energy (alpha / beta) (eV): -9.24 / -9.28
Relative energy (zero: lowest compared OMol25 entry of this formula, charge and spin) (kcal per mole): 56.12
Multiplicity: 1
DFT total energy (eV): -23704.6546

Geometry (Å):
C (0.090, -0.250, -0.490)
O (-0.271, -1.169, 0.130)
Cl (0.447, 1.362, -0.047)
I (2.022, 2.481, 1.482)

---

(7)
This record from the OMol25 dataset describes CClN3O2 in the gas phase in a non-equilibrium geometry. The level of theory is ωB97M-V/def2-TZVPD.

Summary:
HOMO energy (eV): -11.37
Relative energy (zero: lowest compared OMol25 entry of this formula, charge and spin) (kcal per mole): 16.13
Multiplicity: 1
DFT total energy (eV): -22118.0663
SMILES string: N#CO/[N+]([O-])=N/Cl

Geometry (Å):
N (-2.234, -1.259, -0.093)
C (-1.507, -0.380, -0.026)
O (-0.953, 0.788, 0.067)
N (0.508, 0.706, 0.039)
O (1.129, 1.698, -0.094)
N (0.734, -0.495, 0.163)
Cl (2.324, -1.058, -0.056)

---

(8)
This record from the OMol25 dataset describes a molecular structure, CClN3S in a non-equilibrium geometry. The level of theory is ωB97M-V/def2-TZVPD.

Summary:
HOMO energy (eV): -10.14
Relative energy (zero: lowest compared OMol25 entry of this formula, charge and spin) (kcal per mole): 7.00
Multiplicity: 1
DFT total energy (eV): -28863.2984

Geometry (Å):
C (-0.466, -0.562, 0.413)
N (0.785, 0.387, 0.702)
N (-0.873, -0.415, -0.791)
N (1.033, 1.000, -0.325)
S (0.026, 0.671, -1.607)
Cl (-1.047, -1.541, 1.607)

---

(9)
This record from the OMol25 dataset describes 2 unconnected molecules or ions with the total composition CClNO2S2 in a non-equilibrium geometry. The level of theory is ωB97M-V/def2-TZVPD.

Summary:
HOMO energy (eV): -2.11
Relative energy (zero: lowest compared OMol25 entry of this formula, charge and spin) (kcal per mole): 14.48
Multiplicity: 1
DFT total energy (eV): -40817.2923
Charge: -2

Geometry (Å):
C (0.471, 1.104, 0.700)
N (1.021, 1.925, 0.107)
O (-1.948, -1.771, -0.558)
O (0.294, -2.448, 0.086)
S (-0.249, -0.116, 1.562)
S (-0.532, -1.364, -0.419)
Cl (9.552, 4.033, -4.845)

---

(10)
This record from the OMol25 dataset describes a molecular structure, CCrNO4S2 in a non-equilibrium geometry. The level of theory is ωB97M-V/def2-TZVPD.

Summary:
HOMO energy (alpha / beta) (eV): -8.59 / -8.68
Multiplicity: 4
DFT total energy (eV): -60806.8819
<S²>: 4.246

Geometry (Å):
O (1.634, 0.863, 1.120)
C (2.368, 0.336, 1.872)
O (3.251, -0.002, 2.529)
Cr (0.131, 0.479, -0.155)
N (-1.492, 0.628, -1.500)
S (-1.925, 1.686, -0.093)
S (-1.845, -0.967, -1.155)
O (-0.553, -1.331, -0.159)
O (-1.570, -1.692, -2.460)

---

(11)
This record from the OMol25 dataset describes a molecular structure, CCuFO4S in a non-equilibrium geometry. The level of theory is ωB97M-V/def2-TZVPD.

Summary:
HOMO energy (alpha / beta) (eV): -2.15 / -5.03
Multiplicity: 2
DFT total energy (eV): -67420.5668
Charge: -1
<S²>: 0.752

Geometry (Å):
S (0.731, -0.344, -0.577)
F (0.847, -0.387, 1.134)
O (0.591, -1.776, -0.913)
O (-0.652, 0.315, -0.707)
C (-2.779, -0.610, 0.383)
O (-3.271, -0.005, -0.500)
O (-2.607, -1.422, 1.203)
Cu (-1.746, 1.246, -2.227)

---

(12)
This record from the OMol25 dataset describes 2 unconnected molecules or ions with the total composition CF2NO2 in a non-equilibrium geometry. The level of theory is ωB97M-V/def2-TZVPD.

Summary:
HOMO energy (eV): -1.47
Relative energy (zero: lowest compared OMol25 entry of this formula, charge and spin) (kcal per mole): 21.17
Multiplicity: 1
DFT total energy (eV): -12054.4384
Charge: -1

Geometry (Å):
C (-0.915, -0.909, -1.228)
N (0.668, 0.523, 1.683)
O (-0.235, -0.617, -2.113)
O (-1.781, -1.137, -0.501)
F (0.161, 1.429, 0.657)
F (2.101, 0.710, 1.502)

---

What is the multiplicity in the sixth record? 1

---

Look up the multiplicity of the eleventh one. 2